# 1
Below is the molecule C3H6BrIO at a distorted geometry, with properties calculated with wB97M-V/def2-TZVPD.

Structure (XYZ):
```
12
Properties=species:S:1:pos:R:3:forces:R:3:nbo_charge:R:1
O 0.393459 -1.924966 -0.169788 -1.37 0.09 -1.26 -0.76
C 0.206877 -0.532840 -0.054192 -0.02 -1.49 -1.42 0.11
C -1.592387 -0.690927 0.220395 2.43 1.86 -4.70 -0.41
Br -2.562784 1.006820 0.247335 0.41 -0.81 0.33 0.00
C 1.447547 0.179511 -0.965439 -3.95 1.25 3.95 -0.50
I 3.070131 0.636781 0.330822 0.36 -0.10 0.53 0.05
H 1.013302 -2.347696 0.379093 1.45 -0.25 1.31 0.48
H 0.480556 -0.138314 0.870000 0.11 0.39 1.93 0.15
H -1.370469 -1.171895 1.097204 -0.53 -0.76 2.46 0.20
H -2.051294 -1.362345 -0.554872 0.64 0.85 0.86 0.23
H 1.936426 -0.387696 -1.644119 0.48 -1.64 -2.68 0.22
H 1.083610 1.162573 -1.139692 0.00 0.62 -1.30 0.23
```
Positions in Å, forces in eV/Å.

maximum force	5.7	eV Å⁻¹
total charge	0
E	-83395.985	eV
energy above the lowest of the compared OMol25 structures with the same formula, charge and spin	55.8	kcal per mole
HOMO energy	-9.5362	eV

---

# 2
Below is a cluster of 3 separate species, C34H33Br2ClFN2O10P3 in total at a distorted geometry, with properties calculated with wB97M-V/def2-TZVPD.

Structure (XYZ):
```
86
Properties=species:S:1:pos:R:3:forces:R:3:lowdin_charge:R:1
C -0.290711 -0.950061 6.697348 -0.18 -0.34 -0.31 -0.07
C -0.882004 -2.020612 5.651827 1.10 0.60 0.43 -0.24
O -2.326087 -2.099664 5.888774 0.60 -1.67 -2.44 -0.09
C -2.763316 -3.175256 5.025845 -0.65 -2.31 1.75 -0.37
O -3.083507 -4.252529 5.578884 0.90 4.02 -2.47 0.08
C -2.764315 -2.959526 3.423362 0.25 -1.08 0.52 -0.11
C -4.210968 -3.353523 2.846401 -1.06 -0.53 0.24 -0.23
C -4.941965 -2.204121 1.994129 0.31 1.08 1.03 -0.17
C -4.045835 -1.368216 0.983433 2.05 1.90 -2.74 -0.14
C -2.862647 -1.971140 0.125068 -0.27 2.68 -0.45 -0.39
Br -2.411824 -3.927946 0.159263 -0.66 1.96 -0.06 0.77
C -1.958885 -1.145380 -0.824048 -1.89 1.61 1.48 -0.06
C -2.186625 0.381167 -0.973464 -1.80 -1.83 1.98 -0.05
C -3.363846 1.006797 -0.187004 0.94 -2.29 -0.27 -0.46
Cl -3.549704 2.828628 -0.433978 0.10 -2.64 0.66 0.57
C -4.320314 0.180021 0.768607 2.59 -2.24 -2.84 -0.33
P -5.700891 1.198986 1.546075 -0.45 0.85 0.92 0.58
O -6.925859 0.253696 2.280748 1.94 0.17 -0.25 -0.42
Br -6.936494 2.204980 -0.127787 0.54 -1.14 0.64 0.22
C -1.186372 1.218134 -1.932493 -0.41 1.11 -1.25 -0.26
O -1.557749 2.103813 -2.730151 1.30 -3.33 3.17 0.06
C 0.362251 0.756585 -1.798602 1.73 -1.34 0.51 0.00
C 0.593218 -0.796450 -1.633925 1.91 2.37 0.14 -0.01
C 2.052012 -1.385275 -1.433930 -0.58 4.32 0.13 -0.22
P 2.174657 -3.240444 -1.191742 -0.86 -0.53 -1.21 0.92
C 1.563002 -3.628896 0.553750 -0.59 1.06 1.13 -0.29
C 3.871048 -3.959323 -1.568857 1.70 -0.54 1.29 -0.33
C 3.200261 -0.342490 -1.427309 -2.06 1.11 -0.37 -0.11
C 4.702717 -0.809551 -1.183513 0.31 0.46 -0.11 -0.06
C 5.365950 -1.176223 -2.596302 -1.74 0.15 -3.78 -0.32
O 4.775426 -0.993995 -3.682007 2.75 -0.72 4.75 0.09
F 6.682984 -1.730109 -2.669752 -2.61 1.17 0.96 0.02
C 2.972714 1.203672 -1.629247 -2.20 -1.90 -0.43 -0.16
O 4.118741 2.052489 -1.603363 -1.70 -1.52 -0.59 -0.03
C 1.526082 1.804450 -1.826711 1.41 -3.66 1.03 -0.06
P 1.227814 3.678002 -2.057324 -1.24 2.41 -3.38 0.70
O 0.578396 3.992256 -3.426537 1.86 -1.28 4.60 -0.32
O 0.288510 4.290722 -0.742935 2.68 -1.57 -1.18 -0.19
O 2.697845 4.564269 -2.038439 -2.35 -1.45 1.32 -0.18
C -0.725594 -1.740435 -1.676647 0.25 -1.21 -1.11 -0.30
O -0.763665 -2.786811 -2.355893 -0.11 3.81 2.61 0.02
H 0.266648 -0.107506 6.148584 -0.73 -1.38 0.89 0.07
H -1.160623 -0.479438 7.270595 1.24 -0.75 -0.78 0.09
H 0.397505 -1.498976 7.425939 -0.91 1.02 -0.95 0.08
H -0.621123 -1.687725 4.584720 -0.63 -0.45 1.37 0.12
H -0.431683 -3.073718 5.798177 -0.62 1.65 -0.07 0.14
H -2.026880 -3.756102 3.020500 -1.03 1.46 0.73 0.10
H -2.382243 -1.928894 3.115854 -0.72 -1.36 0.52 0.12
H -4.888753 -3.545781 3.766851 0.99 0.33 -1.60 0.12
H -4.228404 -4.353089 2.266068 0.41 1.78 1.01 0.09
H -5.249933 -1.452772 2.823828 0.47 -1.08 -1.61 0.10
H -5.934587 -2.535579 1.516955 1.70 0.30 0.56 0.14
H -6.613551 0.148319 3.218867 -0.60 0.23 -1.11 0.05
H 1.740212 -4.711413 0.871487 0.01 1.51 -0.64 0.06
H 1.938242 -2.856093 1.328183 -0.33 -1.51 -1.14 0.01
H 0.412258 -3.482741 0.527365 1.86 -0.32 -0.20 -0.01
H 4.322006 -3.666061 -2.575653 -1.00 -0.20 1.32 0.05
H 3.757917 -5.112560 -1.581940 -0.12 1.94 -0.03 0.06
H 4.664860 -3.752187 -0.747414 -1.13 -0.37 -1.39 0.04
H 5.341544 0.049321 -0.741904 -1.15 -1.29 -0.74 0.14
H 4.736282 -1.654831 -0.416649 0.03 1.04 -1.35 0.11
H 4.639733 1.917132 -2.429906 -0.62 0.04 0.69 0.13
H 0.788225 4.117591 0.096880 -0.72 0.16 -0.83 0.07
H 2.699577 5.231682 -1.316724 -0.05 -0.60 -0.59 0.08
C -0.975021 5.799671 -6.530671 -0.01 0.01 -0.05 -0.08
C -0.721930 4.503693 -6.105052 -0.10 0.11 0.08 -0.07
C -0.738006 3.489781 -7.049737 -0.12 0.05 -0.66 -0.15
N -0.988269 3.686808 -8.355155 0.01 0.47 0.39 0.04
C -1.231617 4.950143 -8.739233 0.08 -0.57 0.03 -0.17
C -1.234894 6.032504 -7.874365 0.03 -0.03 0.13 -0.09
H -0.970100 6.620953 -5.821973 0.00 -0.06 -0.03 0.10
H -0.516468 4.285904 -5.064303 -0.04 0.00 -0.22 0.06
H -0.542939 2.460354 -6.767025 0.00 0.05 0.07 0.10
H -1.432763 5.080589 -9.798049 0.00 0.06 0.04 0.10
H -1.435984 7.031756 -8.240941 0.00 -0.06 -0.02 0.10
C 2.702941 1.117173 4.112994 -0.01 0.11 0.06 -0.08
C 2.950905 -0.185796 4.520472 -0.03 0.10 -0.05 -0.08
C 2.930515 -1.186801 3.563048 -0.09 -0.07 -0.56 -0.14
N 2.680625 -0.971337 2.260384 0.08 0.65 0.54 0.05
C 2.441925 0.298782 1.893272 0.00 -0.51 -0.04 -0.13
C 2.443539 1.369055 2.773278 0.04 -0.12 0.18 -0.06
H 2.711441 1.928653 4.832704 0.00 -0.06 -0.04 0.11
H 3.155847 -0.418511 5.558048 0.00 -0.01 -0.06 0.11
H 3.121580 -2.220968 3.832021 0.00 0.03 0.06 0.11
H 2.240660 0.444474 0.837295 -0.04 0.04 0.07 0.07
H 2.246336 2.373844 2.420771 0.01 -0.06 0.00 0.10
```
Positions in Å, forces in eV/Å.

maximum force	5.5	eV Å⁻¹
total charge	0
E	-242429.308	eV
HOMO energy	-8.1638	eV

---

# 3
Below is the ion C11H16N3 with charge +1 at a distorted geometry, with properties calculated with wB97M-V/def2-TZVPD.

Structure (XYZ):
```
30
Properties=species:S:1:pos:R:3:forces:R:3:nbo_charge:R:1
C -2.440703 1.169908 -0.105871 0.97 -1.08 2.00 -0.67
C -0.999249 1.144452 -0.544710 0.43 -0.04 0.53 0.07
C -0.630008 2.038257 -1.488342 -0.41 -1.54 0.81 -0.22
C 0.612184 1.892978 -2.223907 0.06 -0.10 -1.17 -0.19
C 1.526542 0.995342 -1.865250 0.80 0.23 -1.46 -0.22
C 1.411302 0.305827 -0.571739 -0.68 -0.76 1.09 -0.07
N 2.314715 -0.876487 -0.474914 -0.85 0.58 1.37 -0.82
C -0.065269 -0.042648 -0.047494 0.01 1.53 -4.41 0.07
C -0.485873 -1.271507 -0.884647 -0.24 -1.60 -0.45 -0.65
N -0.058793 -0.387386 1.346997 1.24 -0.01 1.20 -0.16
C -0.779953 -0.202941 2.460891 -0.38 0.15 1.01 0.03
C -0.374774 -1.044783 3.480385 1.81 0.09 1.13 -0.31
C 0.756537 -1.689564 2.883412 -0.25 0.49 2.02 0.06
N 0.951112 -1.238096 1.683911 -0.42 -0.61 -2.84 -0.32
H -2.571458 1.958308 0.607748 -0.12 1.03 0.20 0.24
H -2.619648 0.321729 0.594884 -0.50 0.02 -1.19 0.22
H -3.141273 1.313834 -0.905110 -0.38 -0.37 -0.27 0.25
H -1.470769 2.642326 -1.817259 0.56 0.38 -0.28 0.23
H 0.697379 2.352806 -3.211107 0.04 0.21 0.46 0.24
H 2.450734 0.806610 -2.512741 -1.43 0.26 1.10 0.23
H 1.782897 0.987993 0.163408 0.37 0.64 0.77 0.21
H 3.120574 -0.415010 -0.118608 1.30 -0.39 0.36 0.40
H 2.584576 -1.310358 -1.326121 -0.20 -0.36 -1.02 0.40
H -0.170097 -2.230486 -0.338059 -1.00 1.20 -0.84 0.22
H -0.021905 -1.368392 -1.905404 0.05 0.64 1.06 0.24
H -1.558832 -1.207314 -1.161502 0.43 -0.55 0.79 0.25
H -1.365264 0.646842 2.676524 -1.12 0.63 -0.66 0.25
H -0.554892 -0.938404 4.635410 0.02 -0.46 -2.82 0.29
H 1.555949 -2.251952 3.315873 -0.08 -0.62 0.32 0.25
H 1.604793 -1.482575 0.738446 0.00 0.42 1.17 0.47
```
Positions in Å, forces in eV/Å.

maximum force	4.7	eV Å⁻¹
total charge	+1
E	-16127.758	eV
energy above the lowest of the compared OMol25 structures with the same formula, charge and spin	63.8	kcal per mole
HOMO energy	-11.9524	eV